Here is 10 unconnected molecules or ions with the total composition C30H85N5O15 from the Open Molecules 2025 dataset. Energies are from ωB97M-V/def2-TZVPD.

```
135
C30H85N5O15, DFT ωB97M-V/def2-TZVPD
C -1.9350 12.7383 24.3032
O -2.6253 13.8860 24.7853
C -3.0426 14.6948 23.6989
C -3.9640 15.8034 24.2242
N -3.3869 16.5528 25.3360
C -2.0525 17.1014 25.0661
C -1.5361 17.9405 26.2307
O -1.2800 17.0125 27.2656
C -0.8920 17.6772 28.4437
H -1.1222 13.0837 23.6470
H -2.6248 12.1041 23.7070
H -1.4553 12.1752 25.1015
H -3.5575 14.0162 22.9565
H -2.2257 15.0842 23.0744
H -4.9286 15.4205 24.5761
H -4.2841 16.4991 23.4434
H -3.3257 15.9255 26.1291
H -2.0084 17.6730 24.1379
H -1.3902 16.2378 24.9391
H -2.3043 18.6842 26.4714
H -0.6326 18.4577 25.8878
H -0.0176 18.3233 28.3036
H -0.5648 16.9756 29.2137
H -1.7142 18.2491 28.8844
C -5.3586 22.5450 22.6052
O -3.9650 22.5375 22.8372
C -3.6141 21.5514 23.8092
C -3.4788 20.1366 23.2495
N -2.1978 19.7977 22.6179
C -1.9525 20.5079 21.3561
C -0.5617 20.0772 20.9068
O 0.4290 20.5962 21.7964
C 1.6944 20.0329 21.5564
H -5.5468 22.9601 21.6205
H -5.8640 22.9494 23.4907
H -5.6873 21.4941 22.6174
H -4.4391 21.5142 24.5332
H -2.7308 21.8729 24.3607
H -4.2338 19.8765 22.5057
H -3.6051 19.4397 24.0814
H -1.3931 19.9739 23.2087
H -2.0082 21.5953 21.4740
H -2.6636 20.2833 20.5613
H -0.2910 20.4263 19.9039
H -0.4750 18.9863 20.9383
H 2.0104 20.2807 20.5364
H 1.6917 18.9401 21.6473
H 2.4397 20.3975 22.2596
C -7.0141 24.6592 11.9062
O -6.5840 23.3931 12.3685
C -6.6009 23.2343 13.7513
C -5.6685 22.0992 14.1721
N -5.4386 22.0092 15.6215
C -4.8566 20.7104 15.9912
C -4.4844 20.7574 17.4772
O -5.6444 20.7247 18.2561
C -5.3663 20.6573 19.6405
H -6.3724 25.4201 12.3596
H -8.0725 24.8267 12.1202
H -6.8637 24.6872 10.8291
H -7.6062 23.0287 14.1585
H -6.4521 24.1482 14.3509
H -4.7470 22.2295 13.5925
H -6.1666 21.1760 13.8659
H -4.7002 22.7018 15.7304
H -3.9603 20.4345 15.4267
H -5.6746 19.9969 15.8814
H -3.9738 21.7200 17.6326
H -3.7768 19.9514 17.7067
H -6.2338 20.7908 20.2782
H -4.5165 21.3178 19.8499
H -4.9471 19.6738 19.8902
C -8.0210 13.2501 23.4392
O -8.8065 14.3933 23.1822
C -8.1361 15.3100 22.3225
C -9.1573 16.3558 21.9074
N -9.6076 17.1686 23.0588
C -10.5868 18.1565 22.6146
C -12.0246 17.6335 22.6870
O -12.3249 16.7144 21.6640
C -13.6087 16.1428 21.8322
H -7.5876 12.8542 22.5195
H -8.6524 12.4740 23.8756
H -7.2547 13.4780 24.1867
H -7.7644 14.7978 21.4304
H -7.3020 15.7420 22.8893
H -9.9796 15.7959 21.4498
H -8.7314 16.9381 21.0884
H -10.0063 16.4193 23.6171
H -10.3668 18.6111 21.6502
H -10.6131 18.9806 23.3381
H -12.6941 18.4972 22.5666
H -12.1769 17.2017 23.6841
H -13.5714 15.5195 22.7329
H -13.8538 15.5475 20.9578
H -14.3463 16.9388 21.9820
C -6.1067 7.9562 24.2064
O -4.7259 8.0339 23.9449
C -4.0034 8.8072 24.9010
C -4.3914 10.2559 25.0296
N -3.9739 11.0954 23.9181
C -4.7232 10.8335 22.6956
C -4.4564 11.9806 21.7053
O -4.7340 13.2069 22.3641
C -4.4720 14.3288 21.5061
H -6.7356 8.8360 24.0446
H -6.3319 7.6206 25.2271
H -6.4461 7.1646 23.5373
H -2.9400 8.6835 24.6931
H -4.1487 8.2859 25.8585
H -3.8741 10.6294 25.9195
H -5.4631 10.3584 25.2584
H -4.1192 12.0665 24.1674
H -5.8109 10.8392 22.8611
H -4.4416 9.9051 22.2033
H -5.1035 11.8953 20.8265
H -3.4013 11.9432 21.4092
H -4.6533 15.2533 22.0341
H -5.1315 14.3344 20.6286
H -3.4499 14.2728 21.1252
O -5.4762 17.8934 21.4192
H -6.0858 18.3332 22.0407
H -6.0407 17.4182 20.7888
O -2.7060 17.1771 21.1061
H -3.6456 17.2262 21.3415
H -2.3086 17.9278 21.5784
O -7.2927 18.8335 23.3892
H -7.9928 18.1827 23.1552
H -7.7642 19.6461 23.5957
O -5.4088 18.5274 25.6154
H -6.0638 18.4378 24.9061
H -4.7402 17.8216 25.4386
O -6.9469 16.9765 19.1655
H -6.4880 16.3777 18.5668
H -7.3168 17.6588 18.5934
```

Structure (SMILES): COCCNCCOC.COCCNCCOC.COCCNCCOC.COCCNCCOC.COCCNCCOC.O.O.O.O.O
Energy relative to the best compared isomer or geometry (same formula, charge and spin): 50.48 kcal/mol
E: -2596.104673 hartree

---

Here is 14 unconnected molecules or ions with the total composition C30H86N26O14 from the Open Molecules 2025 dataset. Energies are from ωB97M-V/def2-TZVPD.

```
156
C30H86N26O14, DFT ωB97M-V/def2-TZVPD
C 0.2623 -1.6669 -1.1042
C -0.0914 -0.1712 -1.2353
C -1.3859 0.1750 -0.4417
C -1.3145 0.4557 1.0496
C -0.1114 1.3662 1.4068
C 1.1753 1.0912 0.6116
N 0.9617 0.7598 -0.8213
O 2.1361 0.7199 -1.5797
C 2.0615 2.3402 0.5918
C 1.9248 -0.0340 1.3604
C -0.4541 0.0984 -2.7023
H 0.4218 -1.8350 -0.0357
H 1.2392 -1.9015 -1.5254
H -0.5597 -2.2940 -1.4444
H -1.9636 0.9490 -0.9479
H -1.9817 -0.7406 -0.4918
H -1.2231 -0.4553 1.6472
H -2.1703 0.9582 1.4941
H 0.1495 1.1665 2.4499
H -0.5683 2.3581 1.4614
H 3.1037 2.1107 0.3623
H 1.6138 3.1059 -0.0401
H 2.2079 2.6891 1.6200
H 1.2028 -0.7830 1.6928
H 2.6745 -0.5310 0.7461
H 2.3822 0.3284 2.2814
H -1.3953 -0.3232 -3.0562
H 0.3162 -0.0948 -3.4505
H -0.5812 1.1723 -2.7890
H 2.0176 1.4379 -2.2145
C -2.9843 2.8350 3.6907
C -3.4605 1.9479 4.9129
C -4.3099 2.8871 5.8378
C -4.8654 2.0989 7.0353
C -5.7382 0.9629 6.5053
C -5.1281 0.0243 5.4312
N -4.3576 0.8541 4.4800
O -3.9710 0.1767 3.3299
C -4.2953 -1.1501 5.9676
C -6.3673 -0.6075 4.7457
C -2.1069 1.5291 5.5006
H -3.7171 3.5778 3.3547
H -2.7740 2.2682 2.7857
H -2.1382 3.5016 3.8583
H -3.6415 3.6578 6.2280
H -5.1092 3.3291 5.2452
H -5.6062 2.6649 7.6042
H -4.0814 1.7779 7.7217
H -6.5984 1.4350 6.0333
H -5.9142 0.4275 7.4412
H -3.7749 -0.6248 6.7776
H -4.8823 -1.8533 6.5573
H -3.6791 -1.5446 5.1659
H -7.0575 0.0767 4.2475
H -6.0145 -1.3528 4.0303
H -6.9818 -1.1284 5.4810
H -1.7427 0.7061 4.8835
H -2.2440 1.2167 6.5375
H -1.3776 2.3354 5.4605
H -4.6518 0.4849 2.7211
C 2.0757 -2.6366 -4.7296
O 2.3076 -2.4078 -5.9357
N 0.8970 -2.6163 -4.0980
N 3.0231 -3.1916 -3.9563
H 0.8897 -2.7832 -3.1044
H 0.0678 -2.2152 -4.5000
H 2.7579 -3.6976 -3.1263
H 3.8950 -3.3145 -4.4446
C 5.5405 -2.4098 -1.3038
O 6.0281 -2.3679 -0.1802
N 6.1276 -3.0678 -2.3244
N 4.3868 -1.7805 -1.6444
H 5.7420 -3.1537 -3.2440
H 7.0627 -3.4121 -2.1995
H 3.8512 -1.2903 -0.9540
H 4.0953 -1.8616 -2.6053
C 2.2552 7.5148 1.0249
O 2.5262 7.6894 2.2142
N 2.2115 8.5662 0.1576
N 1.9043 6.3085 0.5551
H 2.1419 8.5701 -0.8443
H 2.5176 9.4393 0.5526
H 1.7062 6.4195 -0.4272
H 1.6168 5.5505 1.1425
C -4.8254 -0.2558 -3.6476
O -5.8099 -0.9899 -3.5045
N -4.2768 0.4192 -2.5864
N -4.1605 -0.1260 -4.8055
H -4.9405 0.6859 -1.8777
H -3.5668 1.1129 -2.8143
H -4.3955 -0.7655 -5.5428
H -3.4736 0.6136 -4.8311
C 3.0090 3.8244 -3.0918
O 2.5730 3.2031 -4.0606
N 4.0034 3.3248 -2.3438
N 2.6663 5.0989 -2.7393
H 4.2188 3.9556 -1.5884
H 4.3617 2.3882 -2.3614
H 3.3926 5.7544 -2.5027
H 1.9254 5.4738 -3.3103
C -4.4435 -4.3414 -3.3579
O -4.1919 -5.5299 -3.5734
N -3.4500 -3.4390 -3.2226
N -5.6980 -3.8683 -3.2508
H -2.5009 -3.7749 -3.2171
H -3.5914 -2.4488 -3.2014
H -5.8833 -2.8608 -3.2327
H -6.4817 -4.4578 -3.0473
C -1.8236 3.1522 -4.0297
O -2.5434 2.1434 -3.9849
N -0.9820 3.5403 -3.0073
N -1.7082 3.8993 -5.1473
H -0.8924 2.7833 -2.3475
H -0.2504 4.1033 -3.4002
H -0.9094 4.4990 -5.2262
H -2.2002 3.4693 -5.9145
C 5.3684 -0.9256 3.8439
O 5.5122 -2.1292 4.0197
N 5.4605 0.0061 4.8300
N 5.0205 -0.4227 2.6313
H 4.9146 0.8479 4.8293
H 5.9514 -0.2495 5.6688
H 4.8344 -1.0536 1.8670
H 5.3191 0.5230 2.4652
C 1.4039 -2.0707 4.9615
O 1.0895 -3.2080 4.6249
N 0.6231 -0.9668 4.6900
N 2.5668 -1.6479 5.4680
H -0.2765 -1.1173 4.2671
H 0.8684 -0.0926 5.1125
H 2.8221 -0.6857 5.3855
H 3.2192 -2.3831 5.6952
C 2.3488 -4.7607 1.2929
O 2.4481 -5.2402 0.1618
N 1.2203 -4.1292 1.7066
N 3.3077 -4.7781 2.2448
H 1.2163 -3.7038 2.6193
H 0.7130 -3.8005 0.8988
H 3.1331 -4.4241 3.1696
H 4.0304 -5.4716 2.1453
C 3.0004 1.0282 -7.0020
O 3.6642 2.0624 -6.9995
N 1.9014 0.7602 -6.2602
N 3.1579 0.1220 -8.0263
H 1.8678 1.4535 -5.5221
H 1.6077 -0.1952 -6.1183
H 2.3054 -0.0520 -8.5296
H 4.0311 0.2159 -8.5150
C 0.2192 -5.5837 -3.1055
O -0.4611 -4.8572 -2.3604
N 1.3973 -6.0663 -2.7028
N -0.1610 -5.9372 -4.3537
H 1.5779 -6.0358 -1.7088
H 1.9326 -6.5538 -3.3981
H 0.5311 -6.3904 -4.9234
H -0.9449 -5.4910 -4.7961
```

Energy relative to the best compared isomer or geometry (same formula, charge and spin): 68.95 kcal/mol
E: -3672.027897 hartree

---

Here is 14 unconnected molecules or ions with the total composition C30H86N2O14S12 from the Open Molecules 2025 dataset. Energies are from ωB97M-V/def2-TZVPD.

```
144
C30H86N2O14S12, DFT ωB97M-V/def2-TZVPD
C -5.4787 1.1001 3.0427
C -4.5672 2.2889 3.1909
O -4.5006 2.9335 4.2297
N -3.7378 2.5377 2.1697
C -2.8214 3.6350 2.0639
H -5.3182 0.3372 3.8044
H -5.4880 0.7049 2.0269
H -6.5064 1.4434 3.1622
H -3.8341 1.8925 1.3986
H -3.3317 4.5975 2.0275
H -2.3650 3.5472 1.0780
H -2.0812 3.7110 2.8604
C 3.2833 3.9397 -0.1100
C 3.5729 3.6027 1.2620
O 4.7216 3.4032 1.7259
N 2.6808 3.7899 2.2420
C 1.2978 4.1213 2.0788
H 4.0882 4.4886 -0.5988
H 2.4432 4.6325 -0.0621
H 3.0491 2.9909 -0.5927
H 3.0393 3.7635 3.1859
H 0.8597 4.0198 3.0717
H 0.6808 3.5656 1.3727
H 1.1288 5.1768 1.8658
C -1.1435 -1.7353 -5.8242
S -0.0820 -0.5041 -4.9363
O 0.4952 0.3900 -6.0308
C -1.4420 0.5093 -4.1512
H -1.9770 -1.9806 -5.1661
H -0.6277 -2.6798 -5.9968
H -1.5196 -1.3241 -6.7610
H -0.8884 1.3441 -3.7213
H -1.9746 -0.0684 -3.3957
H -2.1437 0.9239 -4.8748
C 4.8049 3.9465 -4.6585
S 3.1336 4.1147 -3.8767
O 2.2379 4.4796 -5.0350
C 2.8379 2.2700 -3.6059
H 4.5595 3.3385 -5.5293
H 5.5274 3.5089 -3.9697
H 5.1491 4.8988 -5.0620
H 2.0136 2.2227 -2.8943
H 3.7357 1.7595 -3.2575
H 2.6060 1.7762 -4.5495
C -5.4887 -4.3187 2.2741
S -4.6019 -2.6619 2.3535
O -4.4112 -2.5722 3.8396
C -2.8905 -3.2497 1.8518
H -5.5478 -4.6895 1.2508
H -6.5281 -4.2226 2.5882
H -4.9395 -5.0526 2.8638
H -2.0850 -2.6604 2.2900
H -2.7810 -3.2225 0.7677
H -2.7750 -4.2744 2.2049
C 3.6017 -1.2326 -2.9898
S 4.6596 -2.7432 -3.3657
O 4.4996 -3.1242 -4.8324
C 6.2681 -1.9611 -3.0228
H 2.5853 -1.3384 -3.3691
H 4.0742 -0.3817 -3.4805
H 3.6734 -0.9943 -1.9286
H 6.3043 -1.4397 -2.0663
H 6.4576 -1.3160 -3.8807
H 7.0883 -2.6764 -2.9627
C -0.0696 4.8042 -3.1883
S -1.7037 5.2067 -2.4635
O -2.5521 3.9289 -2.3230
C -0.9030 5.5981 -0.8045
H 0.7055 5.5578 -3.0492
H -0.1479 4.7076 -4.2712
H 0.2698 3.8166 -2.8760
H -0.1877 4.8413 -0.4824
H -1.7749 5.6616 -0.1535
H -0.4082 6.5689 -0.8354
C -1.9460 0.2529 4.6505
S -0.4415 0.9292 5.4899
O 0.8231 0.3032 4.8762
C -0.5565 2.6621 4.9369
H -1.7643 0.0631 3.5926
H -2.7364 0.9753 4.8544
H -2.2040 -0.7185 5.0722
H -0.6802 2.5250 3.8626
H 0.3888 3.1882 5.0701
H -1.4075 3.2313 5.3112
C -0.6571 1.4484 -0.5266
S 1.0594 0.8275 -0.1575
O 1.4910 0.1525 -1.4733
C 0.6565 -0.5188 1.1370
H -1.2633 1.4746 0.3790
H -1.1772 0.8182 -1.2480
H -0.7026 2.4490 -0.9567
H 1.5330 -1.1662 1.1623
H -0.1740 -1.1951 0.9343
H 0.5869 -0.1141 2.1467
C -2.9416 -4.3711 -2.0358
S -1.6097 -3.2123 -2.5791
O -0.9759 -2.6217 -1.3083
C -0.4639 -4.5582 -3.2172
H -3.7204 -3.9424 -1.4053
H -2.4160 -5.1338 -1.4612
H -3.4846 -4.7860 -2.8850
H 0.3661 -3.9579 -3.5898
H -0.9872 -5.0743 -4.0221
H -0.0125 -5.2023 -2.4625
C 3.8891 0.4213 3.3758
S 4.8844 -0.8345 2.3541
O 3.9291 -1.9277 1.9098
C 5.1607 0.2465 0.8299
H 4.3838 1.3624 3.6158
H 3.4739 -0.1541 4.2032
H 2.9982 0.5908 2.7710
H 4.3055 0.4388 0.1821
H 5.8281 -0.3655 0.2232
H 5.6334 1.1980 1.0736
C 2.3128 -4.0012 -0.1071
S 1.9367 -5.8345 -0.5689
O 2.9831 -6.6690 0.2361
C 0.2416 -6.0482 0.1998
H 2.2884 -3.9774 0.9823
H 1.5817 -3.3043 -0.5169
H 3.2559 -3.6372 -0.5149
H -0.5001 -5.2834 -0.0306
H 0.3192 -6.1269 1.2841
H -0.1624 -7.0400 -0.0030
C 0.4939 -2.7526 6.1928
S 0.1092 -3.9222 4.7850
O -1.4087 -3.6314 4.6252
C 0.9047 -2.8990 3.4318
H 0.2998 -1.7079 5.9498
H 1.5268 -2.8075 6.5366
H -0.1204 -3.1087 7.0198
H 1.0216 -1.8466 3.6905
H 0.3361 -2.9972 2.5071
H 1.9172 -3.2285 3.1985
C -4.6870 -0.7750 -1.8088
S -4.8397 0.6108 -0.5824
O -3.5980 0.5727 0.2949
C -4.4211 1.7930 -1.9279
H -5.0344 -1.6885 -1.3263
H -3.7030 -0.9400 -2.2478
H -5.3734 -0.6206 -2.6414
H -5.2014 1.7389 -2.6870
H -3.4271 1.7167 -2.3686
H -4.6298 2.7384 -1.4270
```

E: -7135.278594 hartree